ORCA calculation (ωB97M-V/def2-TZVPD) on C4H7NO3 in the gas phase at a distorted geometry.

```
15
Properties=species:S:1:pos:R:3:forces:R:3
H -0.95387 -2.09996 -0.71795 1.3 1.5 0.3
H -0.37316 -1.37603 0.87411 -0.6 -1.1 0.2
H 3.04468 0.84848 1.40044 0.6 -0.3 -0.3
O 0.89394 -0.93262 -0.49933 -6.1 -2.1 -3.6
O -1.99240 -0.21106 1.03098 -2.5 1.7 1.2
C -1.56605 1.16942 -0.90268 -2.3 -2.2 -1.1
C -1.45329 0.02374 -0.00956 1.4 -2.4 0.6
O 2.82692 -0.72329 -0.73700 0.6 0.9 2.3
N 1.87802 -0.46367 0.12389 8.7 2.8 -0.6
H -1.62267 2.03783 -0.37169 1.2 2.7 1.4
H 1.18596 0.39168 1.71548 0.6 0.7 0.7
H -2.63697 1.22404 -1.22931 0.7 -0.7 -0.5
C -0.49523 -1.19506 -0.18113 0.9 0.4 1.7
H -0.87552 0.96873 -1.68617 0.5 1.0 -0.9
C 2.13964 0.33777 1.18991 -5.0 -2.7 -1.6
```
Positions in Å, forces in eV/Å.

Values from the calculation:
SMILES = C=[N+]([O-])OCC(C)=O
LUMO level = 0.48 eV
Relative energy (zero: lowest compared OMol25 entry of this formula, charge and spin) = 840.60 kJ/mol